No. 1
{"formula": "C5H8S", "method": "ωB97M-V/def2-TZVPD", "species": ["C", "C", "C", "C", "C", "S", "H", "H", "H", "H", "H", "H", "H", "H"], "xyz": [[-0.90290, 1.35415, 0.01263], [-1.69752, 0.45296, 0.02941], [0.02003, 2.46282, -0.05080], [1.14489, -1.70911, 0.75913], [1.54805, -1.98836, -0.46279], [-2.71014, -0.90662, 0.15361], [0.14101, 2.90532, 0.93708], [-0.36145, 3.22142, -0.73384], [0.99141, 2.11966, -0.40877], [1.47321, -2.27270, 1.61787], [0.45707, -0.90377, 0.95771], [-3.54149, -0.52821, -0.82075], [1.20437, -1.41697, -1.31000], [2.23343, -2.79059, -0.68050]], "atomic_forces_ev_per_a": [[-0.47, -0.33, -0.08], [0.02, -0.18, 0.09], [0.26, 0.13, 0.04], [-0.07, 0.01, 0.30], [0.05, 0.02, -0.25], [0.14, 0.14, 0.03], [0.08, 0.11, -0.02], [0.06, 0.05, 0.02], [0.05, 0.13, 0.01], [0.12, -0.15, 0.09], [-0.11, 0.15, -0.03], [-0.16, -0.04, -0.10], [-0.10, 0.13, -0.13], [0.13, -0.18, 0.04]], "homo_lumo_gap_ev": 9.488, "de_lowest_kcal_mol": 58.18, "mol_weight_g_mol": 100.19, "largest_force_ha_per_bohr": 0.0113, "total_charge": 0, "energy_ha": -593.3955}

=====

No. 2
{"formula": "C5H8S", "method": "ωB97M-V/def2-TZVPD", "species": ["C", "C", "C", "C", "C", "S", "H", "H", "H", "H", "H", "H", "H", "H"], "xyz": [[1.76803, -0.64952, -0.37778], [0.72386, 0.12870, -0.20651], [-1.78703, -0.92279, 0.47252], [-0.85889, -0.55783, -0.60789], [0.68051, 1.50234, 0.34403], [-2.27097, 0.52800, -0.48929], [2.75305, -0.29224, -0.12906], [1.69784, -1.64922, -0.76981], [-2.42267, -1.78999, 0.33926], [-1.50434, -0.71847, 1.49645], [-0.78467, -1.15726, -1.50359], [0.76984, 2.23167, -0.46177], [-0.26419, 1.68963, 0.84933], [1.49964, 1.65697, 1.04411]], "atomic_forces_ev_per_a": [[0.21, -0.01, -0.06], [-3.90, -1.66, -0.58], [-0.14, -0.11, 0.11], [3.69, 1.61, 0.56], [0.23, 0.09, 0.05], [-0.33, 0.14, -0.17], [0.28, 0.06, 0.08], [-0.10, -0.19, -0.11], [0.07, -0.01, 0.01], [0.12, 0.00, 0.01], [-0.10, -0.15, 0.04], [-0.07, 0.10, 0.00], [-0.02, 0.05, 0.05], [0.07, 0.07, 0.00]], "homo_lumo_gap_ev": 9.755, "de_lowest_kcal_mol": 34.75, "mol_weight_g_mol": 100.19, "largest_force_ha_per_bohr": 0.0832, "total_charge": 0, "energy_ha": -593.4329}

=====

No. 3
{"formula": "C5H8S2", "method": "ωB97M-V/def2-TZVPD", "species": ["C", "C", "C", "C", "C", "H", "H", "H", "H", "H", "H", "H", "H", "S", "S"], "xyz": [[0.93873, 1.83450, -0.92256], [-1.27840, 0.46752, 0.12888], [-0.31569, -0.65095, 0.18217], [-0.03388, -1.09925, 1.56850], [0.13605, -1.35666, -0.89939], [1.60136, 1.62435, -0.01953], [1.21500, 2.88503, -1.29780], [0.97997, 1.23568, -1.84837], [0.20929, -0.30394, 2.36867], [-0.93392, -1.67927, 1.74953], [1.01078, -1.66442, 1.47116], [0.58343, -2.39777, -0.77031], [-0.32846, -1.21770, -1.87830], [-0.89769, 2.11946, -0.41987], [-2.88657, 0.20341, 0.58722]], "atomic_forces_ev_per_a": [[-0.46, 2.70, 0.01], [-2.53, 0.86, -0.36], [1.03, -0.18, -1.85], [3.39, -0.09, 0.67], [-1.40, -0.79, 1.20], [-1.03, -0.22, -1.51], [-0.26, -1.33, 0.71], [0.16, -0.28, 1.05], [-0.98, -0.99, -1.41], [0.35, -0.41, 1.06], [-2.57, 0.45, 0.56], [-0.17, 1.80, 0.07], [0.42, 0.39, 0.16], [2.06, -2.16, 0.04], [1.99, 0.25, -0.41]], "homo_lumo_gap_ev": 8.288, "de_lowest_kcal_mol": 50.15, "mol_weight_g_mol": 132.25, "largest_force_ha_per_bohr": 0.0672, "total_charge": 0, "energy_ha": -991.6064}

=====

No. 4
{"formula": "C5H8S2", "method": "ωB97M-V/def2-TZVPD", "species": ["C", "C", "C", "C", "C", "S", "S", "H", "H", "H", "H", "H", "H", "H", "H"], "xyz": [[-1.72469, -1.03600, -1.58374], [-1.91660, -0.71055, -0.46725], [0.75246, -0.39050, 1.15000], [-2.26896, -0.15941, 0.85200], [2.43228, 1.04493, -0.83966], [1.08424, -1.85603, 0.26989], [1.41136, 1.04606, 0.71672], [-1.11590, -1.13397, -2.45977], [0.24877, -2.69535, 1.00949], [-2.95477, -0.80984, 1.32783], [-2.84516, 0.70379, 0.64367], [-1.30321, 0.12213, 1.21815], [2.67547, 2.06039, -1.19009], [1.78110, 0.47716, -1.41032], [3.42718, 0.63426, -0.87927]], "atomic_forces_ev_per_a": [[1.59, -0.40, -2.52], [-1.45, 0.86, 2.31], [0.97, -2.24, -1.49], [0.17, -0.36, -2.44], [0.61, 0.36, 0.87], [-0.97, -0.81, 1.56], [1.12, 3.52, 0.79], [-0.63, -0.36, -0.11], [0.73, 0.70, -0.78], [0.05, -0.86, 1.29], [-0.44, 1.26, -0.06], [0.09, -0.02, 1.41], [-1.25, -0.07, 0.36], [-0.84, -0.65, -2.12], [0.25, -0.93, 0.93]], "homo_lumo_gap_ev": [7.002, 7.149], "de_lowest_kcal_mol": 82.89, "mol_weight_g_mol": 132.25, "largest_force_ha_per_bohr": 0.0735, "multiplicity": 3, "total_charge": 0, "energy_ha": -991.4225}

=====

No. 5
{"formula": "C5H9AgO3", "method": "ωB97M-V/def2-TZVPD", "species": ["H", "O", "C", "H", "H", "C", "H", "C", "O", "Ag", "O", "C", "C", "H", "H", "H", "H", "H"], "xyz": [[4.69179, -1.02738, 1.23504], [2.14364, 0.12681, 0.10100], [3.08204, -0.65367, -0.04665], [2.89520, -1.63316, -0.52327], [5.13704, -0.65297, -0.42201], [4.45370, -0.35989, 0.39145], [4.58664, 0.69099, 0.66369], [-1.85463, 0.44552, -0.87886], [-3.00196, 0.25077, -1.14541], [0.21607, 0.17850, -0.42086], [-1.52034, 0.77731, 0.52227], [-2.47795, 1.25665, 1.47159], [-2.88615, 2.68571, 1.18413], [-2.00248, 1.16385, 2.45561], [-3.34506, 0.58358, 1.43545], [-2.00233, 3.31933, 1.02925], [-3.45297, 3.08249, 2.03740], [-3.52165, 2.73657, 0.29020]], "atomic_forces_ev_per_a": [[-0.04, 0.18, -0.14], [2.06, -0.29, 0.23], [-0.28, -0.06, 0.01], [0.06, 0.17, 0.11], [-0.12, 0.13, 0.26], [0.31, -0.02, -0.17], [-0.05, -0.28, 0.02], [-4.16, 0.11, 3.44], [2.86, 0.36, -0.81], [0.42, -0.44, -1.25], [0.02, -0.08, -1.87], [-1.50, 0.32, 0.63], [0.03, 0.10, -0.18], [0.13, -0.09, -0.42], [0.20, 0.11, 0.03], [-0.22, -0.14, 0.12], [0.13, -0.12, -0.25], [0.15, 0.04, 0.24]], "homo_lumo_gap_ev": [10.708, 7.683], "de_lowest_kcal_mol": 8.56, "mol_weight_g_mol": 224.99, "largest_force_ha_per_bohr": 0.1050, "multiplicity": 2, "total_charge": 1, "energy_ha": -568.2328}

=====

No. 6
{"formula": "C5H9AuF5OS4SbSiTe", "method": "ωB97M-V/def2-TZVPD", "species": ["Au", "S", "Sb", "S", "S", "S", "F", "Te", "F", "F", "F", "F", "O", "C", "Si", "C", "C", "C", "C", "H", "H", "H", "H", "H", "H", "H", "H", "H"], "xyz": [[0.47336, -0.76436, 1.57283], [-2.24495, -3.66397, 3.50975], [-0.08871, -3.79551, 2.66421], [-0.35044, -2.92013, 0.46369], [0.81945, -1.80921, 3.73450], [0.68038, -5.91652, 2.98614], [4.62116, -2.31087, 1.94836], [3.19626, -1.52254, 2.98942], [2.47019, -3.17516, 2.07514], [4.82849, -0.60040, 3.47836], [3.69043, -2.76947, 4.33763], [2.76028, -0.28405, 4.48857], [2.71051, -0.34563, 1.69607], [-3.18672, 2.38645, -1.67644], [-1.46571, 1.83923, -2.21136], [-0.39698, 3.35657, -2.53589], [-1.61002, 0.84768, -3.80350], [-0.70117, 0.84486, -0.89846], [-0.18730, 0.22913, 0.01534], [-3.68151, 2.99383, -2.43851], [-3.13192, 2.96900, -0.75473], [-3.81082, 1.51330, -1.47540], [-0.80565, 4.00270, -3.31698], [0.60438, 3.04395, -2.83995], [-0.28908, 3.94690, -1.62372], [-2.06549, 1.43155, -4.60703], [-2.21557, -0.04654, -3.64279], [-0.62285, 0.51921, -4.13524]], "atomic_forces_ev_per_a": [[-0.26, -1.47, -0.35], [0.56, 0.22, -0.16], [-1.60, -1.71, 1.11], [0.41, 1.76, 0.42], [-0.35, 0.30, -0.70], [0.28, 0.51, -0.32], [-0.36, 0.19, -0.05], [3.00, -1.24, 1.25], [-0.13, 0.64, 0.18], [-0.32, 0.08, -0.14], [-0.31, 0.40, -0.27], [-0.21, -0.26, -0.34], [-0.90, 0.58, -0.29], [0.10, -0.06, 0.01], [-0.03, 0.13, -0.05], [-0.02, -0.08, 0.03], [0.05, -0.04, 0.11], [-0.01, 0.12, -0.09], [0.12, -0.09, -0.37], [0.03, 0.00, -0.03], [0.01, 0.00, 0.00], [0.00, 0.00, 0.00], [-0.05, -0.03, -0.01], [-0.01, 0.00, 0.00], [-0.01, -0.01, 0.00], [-0.01, 0.04, 0.02], [0.00, 0.01, 0.01], [0.00, 0.00, 0.00]], "homo_lumo_gap_ev": 4.507, "de_lowest_kcal_mol": 34.63, "mol_weight_g_mol": 782.80, "largest_force_ha_per_bohr": 0.0677, "total_charge": -2, "energy_ha": -3296.7402}